1.
ORCA calculation (ωB97M-V with the def2-TZVPD basis set) on a 7-piece molecular cluster, C49H59I2NO3 overall in a non-equilibrium geometry.

## Properties
HOMO (eV): -8.912
Energy relative to the best compared isomer or geometry (same formula, charge and spin) (kJ/mol): 0.0
LUMO level (eV): 0.25

The geometry in ORCA input format:
```
! RIJCOSX wB97M-V def2-TZVPD def2/J DEFGRID3
* xyz 0 1
C -1.10 0.01 -4.63
C -1.15 1.52 -4.30
C 0.06 2.34 -4.82
I -0.70 4.14 -5.77
C 1.07 2.76 -3.76
O 0.59 3.48 -2.66
C 0.35 2.58 -1.65
O -0.31 2.73 -0.75
O 1.03 1.45 -1.95
C 1.91 1.71 -3.03
C 3.27 2.28 -2.51
C 3.36 2.37 -0.99
C 4.78 2.55 -0.48
I 4.71 3.34 1.55
C 2.31 0.51 -3.89
C 2.88 -0.70 -3.09
C 1.91 -1.91 -3.04
C 1.55 -2.33 -1.59
N 0.58 -1.37 -1.05
H -2.07 -0.32 -4.99
H -0.38 -0.20 -5.41
H -0.90 -0.56 -3.73
H -2.04 1.90 -4.78
H -1.32 1.63 -3.23
H 0.57 1.78 -5.58
H 1.81 3.32 -4.34
H 3.36 3.29 -2.92
H 4.11 1.71 -2.89
H 2.92 1.52 -0.47
H 2.79 3.24 -0.68
H 5.27 1.59 -0.37
H 5.37 3.26 -1.04
H 1.53 0.13 -4.55
H 3.10 0.87 -4.54
H 3.23 -0.41 -2.10
H 3.77 -1.02 -3.62
H 0.96 -1.69 -3.52
H 2.35 -2.76 -3.56
H 2.48 -2.25 -1.02
H 1.19 -3.35 -1.55
H 1.00 -0.73 -0.39
H -0.24 -1.81 -0.65
C -2.75 -1.59 2.43
C -1.49 -1.05 2.64
C -1.00 -0.08 1.78
C -1.78 0.36 0.71
C -3.04 -0.18 0.51
C -3.52 -1.16 1.36
H -3.13 -2.35 3.11
H -0.89 -1.38 3.48
H -0.01 0.34 1.94
H -1.39 1.12 0.04
H -3.64 0.16 -0.33
H -4.51 -1.58 1.20
C -3.02 2.42 3.43
C -3.94 3.00 4.29
C -3.68 4.24 4.86
C -2.50 4.91 4.56
C -1.58 4.33 3.70
C -1.84 3.09 3.13
H -3.23 1.46 2.99
H -4.87 2.49 4.52
H -4.39 4.69 5.54
H -2.29 5.87 5.00
H -0.66 4.85 3.46
H -1.12 2.64 2.46
C 5.73 -3.49 -1.32
C 6.24 -4.67 -0.80
C 6.83 -4.68 0.46
C 6.90 -3.51 1.20
C 6.38 -2.33 0.68
C 5.81 -2.32 -0.58
H 5.28 -3.49 -2.30
H 6.19 -5.59 -1.38
H 7.24 -5.60 0.86
H 7.35 -3.52 2.18
H 6.44 -1.42 1.26
H 5.41 -1.40 -0.99
C -1.40 -5.44 1.95
C -1.18 -6.66 2.59
C -2.26 -7.44 2.99
C -3.56 -7.01 2.75
C -3.78 -5.79 2.11
C -2.70 -5.01 1.72
H -0.56 -4.83 1.64
H -0.17 -7.00 2.77
H -2.09 -8.38 3.49
H -4.40 -7.62 3.05
H -4.79 -5.46 1.92
H -2.87 -4.06 1.23
C 1.33 7.15 3.88
C 0.25 7.61 3.13
C -0.36 8.81 3.46
C 0.11 9.56 4.53
C 1.20 9.11 5.27
C 1.80 7.90 4.95
H 1.80 6.21 3.62
H -0.12 7.03 2.30
H -1.21 9.17 2.89
H -0.36 10.50 4.79
H 1.57 9.69 6.10
H 2.64 7.54 5.53
C -4.42 -5.93 -2.87
C -5.50 -5.47 -3.61
C -6.11 -4.27 -3.27
C -5.64 -3.53 -2.20
C -4.56 -3.99 -1.46
C -3.95 -5.19 -1.79
H -3.94 -6.87 -3.13
H -5.86 -6.05 -4.45
H -6.96 -3.92 -3.85
H -6.12 -2.59 -1.94
H -4.19 -3.41 -0.62
H -3.11 -5.55 -1.21
*
```



2.
ORCA calculation (ωB97M-V with the def2-TZVPD basis set) on C49H62AsBeF6N10O3 as an isolated structure in a non-equilibrium geometry.

## Properties
HOMO (eV): -11.221
LUMO level (eV): -7.18

The geometry in ORCA input format:
```
! RIJCOSX wB97M-V def2-TZVPD def2/J DEFGRID3
* xyz 1 1
Be 3.16 -3.56 -1.64
As 0.35 -0.87 -0.11
F 1.45 0.47 0.18
F 0.14 -0.25 -1.73
F -0.68 -2.21 -0.50
F 0.68 -1.38 1.53
F -0.92 0.15 0.47
F 1.75 -1.79 -0.70
N -3.07 -6.38 -1.57
C -3.99 -6.44 -2.53
C -4.71 -5.37 -3.05
C -4.37 -4.09 -2.61
C -3.33 -3.98 -1.70
C -2.78 -5.14 -1.16
H -4.23 -7.40 -2.97
H -5.57 -5.56 -3.68
H -4.74 -3.22 -3.14
H -3.01 -3.00 -1.36
H -2.05 -5.06 -0.36
N 4.02 -2.86 0.61
C 3.27 -3.12 1.69
C 3.69 -2.84 2.98
C 4.97 -2.37 3.17
C 5.79 -2.16 2.07
C 5.28 -2.44 0.82
H 2.23 -3.37 1.54
H 3.04 -3.00 3.84
H 5.38 -2.12 4.14
H 6.81 -1.83 2.18
H 5.87 -2.29 -0.08
N -2.42 -4.27 3.11
C -2.42 -3.28 2.23
C -3.54 -2.60 1.78
C -4.76 -2.99 2.31
C -4.82 -4.05 3.21
C -3.62 -4.62 3.60
H -1.44 -2.88 1.96
H -3.46 -1.67 1.23
H -5.63 -2.36 2.18
H -5.75 -4.25 3.72
H -3.60 -5.46 4.28
N 1.55 -2.82 -3.23
C 0.28 -3.18 -3.05
C -0.80 -2.72 -3.78
C -0.55 -1.89 -4.85
C 0.77 -1.52 -5.12
C 1.76 -2.04 -4.32
H 0.08 -3.82 -2.20
H -1.79 -2.92 -3.41
H -1.39 -1.52 -5.43
H 1.01 -0.90 -5.97
H 2.78 -1.85 -4.60
N 2.72 3.82 1.92
C 2.57 5.04 2.43
C 2.94 6.19 1.73
C 3.36 6.06 0.42
C 3.55 4.79 -0.09
C 3.25 3.69 0.70
H 2.14 5.11 3.42
H 2.66 7.17 2.10
H 3.47 6.93 -0.21
H 3.76 4.56 -1.13
H 3.30 2.67 0.34
N 4.15 -1.36 -2.60
C 5.08 -1.49 -3.57
C 5.34 -0.51 -4.50
C 4.66 0.70 -4.39
C 3.83 0.92 -3.30
C 3.57 -0.16 -2.47
H 5.58 -2.44 -3.69
H 6.10 -0.63 -5.26
H 4.88 1.48 -5.10
H 3.26 1.83 -3.25
H 2.76 -0.13 -1.74
C 3.03 0.63 2.90
C 2.27 0.78 4.22
O 3.25 1.50 5.00
C 4.42 1.62 4.35
O 5.40 2.15 4.76
O 4.37 0.90 3.21
H 2.65 1.31 2.14
H 2.93 -0.36 2.45
H 2.06 -0.19 4.66
H 1.42 1.45 4.12
C 0.20 4.27 -0.25
C -1.25 4.00 0.10
C -1.45 3.22 1.42
C -0.96 3.95 2.60
N -0.60 4.52 3.53
H 0.24 4.61 -1.29
H 0.80 3.35 -0.29
H 0.66 5.03 0.38
H -1.78 3.48 -0.70
H -1.79 4.94 0.21
H -0.93 2.26 1.43
H -2.52 3.04 1.54
C -1.32 -0.42 4.10
C -1.11 0.32 5.43
C -0.47 -0.56 6.52
C -0.95 -1.94 6.57
N -1.35 -3.02 6.62
H -1.65 -1.45 4.27
H -0.47 -0.56 3.43
H -2.12 0.03 3.51
H -2.12 0.55 5.76
H -0.57 1.26 5.36
H -0.61 -0.16 7.53
H 0.62 -0.66 6.44
C -3.83 0.38 -1.01
C -5.27 0.74 -0.67
C -5.42 2.22 -0.29
C -4.95 3.21 -1.27
N -4.56 4.02 -2.00
H -3.24 0.67 -0.13
H -3.39 0.88 -1.87
H -3.63 -0.69 -1.11
H -5.65 0.17 0.17
H -5.86 0.57 -1.58
H -4.93 2.43 0.66
H -6.47 2.49 -0.20
C -2.35 2.54 -4.85
C -1.17 2.51 -3.88
C 0.13 3.12 -4.40
C -0.09 4.37 -5.13
N -0.23 5.36 -5.69
H -3.23 2.01 -4.48
H -2.18 2.13 -5.84
H -2.64 3.59 -4.96
H -0.99 1.47 -3.60
H -1.50 3.01 -2.97
H 0.66 2.43 -5.05
H 0.87 3.34 -3.63
*
```



3.
ORCA calculation (ωB97M-V with the def2-TZVPD basis set) on C49H63N5Pd as an isolated structure.

## Properties
HOMO (spin up / spin down) (eV): -4.984 / -6.257
LUMO level (spin up / spin down) (eV): -0.77 / -0.77
⟨S²⟩: 2.019

The geometry in ORCA input format:
```
! RIJCOSX wB97M-V def2-TZVPD def2/J DEFGRID3
* xyz 0 3
Pd 1.01 -0.55 -0.01
C 4.42 -1.67 -1.23
N 3.61 -1.05 -0.19
C 3.79 0.42 -0.31
C 4.03 -1.47 1.14
C 2.99 -1.26 2.23
C 3.41 -1.41 3.55
C 2.53 -1.20 4.61
C 1.22 -0.81 4.34
C 0.80 -0.67 3.02
C 1.66 -0.90 1.93
H 5.48 -1.40 -1.15
H 4.06 -1.36 -2.21
H 4.35 -2.76 -1.17
H 4.86 0.68 -0.23
H 3.25 0.93 0.47
H 3.43 0.77 -1.28
H 4.95 -0.94 1.41
H 4.29 -2.53 1.10
H 4.44 -1.68 3.76
H 2.87 -1.32 5.63
H 0.53 -0.61 5.16
H -0.21 -0.35 2.82
C -2.36 -1.58 -4.09
C -1.54 -1.50 -2.80
C -0.22 -2.26 -2.95
C -2.35 -1.95 -1.59
C -3.18 -3.06 -1.68
C -4.00 -3.44 -0.62
C -4.00 -2.68 0.54
C -3.16 -1.57 0.69
C -3.21 -0.79 1.99
C -2.71 -1.64 3.17
C -4.62 -0.26 2.30
C -2.29 -1.23 -0.37
N -1.32 -0.21 -0.23
C -1.69 1.07 -0.25
C -0.73 2.15 -0.15
N 0.54 1.94 0.02
C 1.48 2.96 -0.27
C 1.80 3.19 -1.64
C 2.84 4.06 -1.96
C 3.55 4.73 -0.98
C 3.22 4.52 0.35
C 2.20 3.64 0.74
C 2.00 3.52 2.26
C 2.99 2.49 2.84
C 0.60 3.24 2.80
C 1.05 2.50 -2.78
C 0.32 3.52 -3.66
C 1.98 1.62 -3.64
C -1.49 3.43 -0.34
C -1.16 4.76 -0.37
C -2.19 5.72 -0.59
C -3.50 5.37 -0.80
C -3.86 3.99 -0.79
C -5.16 3.45 -1.04
C -5.33 2.09 -1.06
C -4.27 1.18 -0.81
C -3.02 1.67 -0.53
C -2.85 3.08 -0.55
H -1.79 -1.13 -4.91
H -3.30 -1.04 -3.99
H -2.58 -2.61 -4.37
H -1.29 -0.45 -2.63
H -0.40 -3.35 -2.94
H 0.46 -2.03 -2.15
H 0.26 -2.01 -3.90
H -3.23 -3.62 -2.61
H -4.66 -4.29 -0.71
H -4.67 -2.95 1.35
H -2.55 0.07 1.89
H -3.37 -2.49 3.33
H -2.69 -1.04 4.09
H -1.70 -2.00 3.00
H -5.32 -1.09 2.46
H -5.00 0.36 1.49
H -4.60 0.34 3.21
H 3.09 4.22 -3.01
H 4.36 5.41 -1.24
H 3.76 5.05 1.12
H 2.29 4.50 2.65
H 2.70 1.48 2.55
H 2.99 2.53 3.93
H 4.01 2.68 2.49
H 0.30 2.20 2.62
H -0.15 3.89 2.35
H 0.59 3.41 3.88
H 0.31 1.83 -2.36
H 1.03 4.19 -4.17
H -0.36 4.13 -3.07
H -0.27 3.00 -4.43
H 2.84 2.18 -4.01
H 1.44 1.22 -4.51
H 2.35 0.77 -3.06
H -0.14 5.10 -0.24
H -1.92 6.77 -0.60
H -4.25 6.13 -0.98
H -6.00 4.11 -1.22
H -6.32 1.69 -1.27
H -4.46 0.12 -0.86
N 0.65 -6.26 0.44
C -0.61 -5.47 0.11
C -0.42 -4.10 0.71
N 0.76 -3.50 0.13
C 1.95 -4.19 0.52
C 1.91 -5.59 -0.08
H 0.59 -7.21 0.10
H 0.72 -6.30 1.45
H -1.46 -6.01 0.50
H -0.67 -5.39 -0.98
H -0.34 -4.22 1.81
H -1.30 -3.50 0.50
H 0.84 -2.44 0.27
H 2.07 -4.29 1.62
H 2.83 -3.67 0.14
H 2.76 -6.21 0.20
H 1.82 -5.52 -1.16
*
```



no.,E_tot (Ha)
1,-2778.3806
2,-5527.1026
3,-2306.5264